(1)
42
Properties=species:S:1:pos:R:3 method="wB97M-V/def2-TZVPD" homo_energy_ha=-0.4240 lumo_ev=-5.5 total_charge=+1
C 4.02299 0.41878 0.79366
C 2.53318 0.18825 0.83827
C 1.67230 1.21145 0.52861
C 0.32870 1.00748 0.57193
C -0.23435 -0.17729 0.93406
C 0.60106 -1.21397 1.25119
C 1.96010 -1.01572 1.19665
C 2.87552 -2.18650 1.50935
S 3.42093 -2.94647 -0.07415
Br 1.59597 -3.79166 -0.87077
H 4.23998 1.44701 0.52441
H 4.41076 0.26662 1.80536
H 4.56104 -0.28425 0.15489
H 2.09661 2.16096 0.23225
H -0.35051 1.80885 0.30230
H -1.30228 -0.33655 0.94905
H 0.25253 -2.19824 1.53350
H 2.36256 -2.94586 2.09676
H 3.74522 -1.84748 2.07056
H 3.69492 -1.86963 -0.84917
N -2.38598 3.13751 1.78487
C -2.27071 2.19047 2.71394
C -2.99925 2.16952 3.89210
C -3.89979 3.19746 4.12144
C -4.03341 4.19397 3.16838
C -3.25755 4.11703 2.02140
H -1.55432 1.41051 2.49161
H -2.86459 1.37136 4.60935
H -4.48880 3.22143 5.02924
H -4.72415 5.01351 3.30912
H -3.33257 4.87328 1.24820
N -1.58577 -1.07578 -3.73436
C -1.77852 -1.34918 -5.02324
C -0.96014 -2.19221 -5.76463
C 0.12034 -2.78091 -5.13236
C 0.33612 -2.50535 -3.79026
C -0.54324 -1.65183 -3.14244
H -2.63415 -0.86474 -5.47951
H -1.16739 -2.37922 -6.80888
H 0.78322 -3.44327 -5.67461
H 1.16573 -2.93879 -3.24804
H -0.41229 -1.41060 -2.09001

(2)
125
Properties=species:S:1:pos:R:3 method="wB97M-V/def2-TZVPD" homo_energy_ha=-0.3050 lumo_ev=-0.1
C 0.26268 1.18416 -7.00212
Br -1.32522 0.20807 -6.45727
Br 0.25891 2.95146 -6.28614
Br 0.55052 1.01939 -8.90485
H 1.12132 0.75355 -6.54317
C 0.03709 -1.64372 5.22349
Br -0.73538 -2.98154 6.38757
Br -0.35073 -1.98447 3.35540
Br 1.81145 -1.08074 5.72984
H -0.60759 -0.77026 5.34415
C 2.04250 5.94894 -3.12442
Br 3.15620 7.40094 -2.70464
Br 0.37846 6.18824 -2.20309
Br 2.73739 4.19129 -2.83030
H 1.80293 6.03067 -4.16587
C 3.93073 1.53675 -6.56150
C 4.15079 0.09924 -6.20543
N 3.00884 -0.61821 -5.66004
C 2.98459 -0.36348 -4.19409
C 1.54753 -0.49485 -3.63960
C 3.14937 -2.08672 -5.79164
C 2.78842 -2.59497 -7.18994
H 4.88768 1.95349 -6.98309
H 3.66591 2.08366 -5.66434
H 3.17384 1.78268 -7.29976
H 4.47675 -0.50983 -7.04176
H 4.93838 0.02226 -5.43682
H 3.63683 -1.09137 -3.68361
H 3.34037 0.63945 -3.98989
H 1.60251 -0.54877 -2.53845
H 0.94705 0.35134 -3.94087
H 0.99594 -1.37251 -3.97586
H 2.47764 -2.54990 -5.12975
H 4.22154 -2.34726 -5.42725
H 3.26728 -2.05894 -7.98989
H 1.68843 -2.49276 -7.29290
H 3.07652 -3.62820 -7.21656
C 2.92986 -0.69051 0.53114
C 4.07969 -0.93059 -0.44635
N 4.92453 0.21560 -0.60420
C 6.10658 -0.09910 -1.41818
C 7.08296 -0.98965 -0.65851
C 4.33370 1.49037 -1.04829
C 5.19303 2.71746 -0.61079
H 3.31376 -0.17495 1.41158
H 2.52475 -1.65040 0.86271
H 2.03486 -0.18800 0.08907
H 4.64455 -1.78401 -0.02570
H 3.66461 -1.33021 -1.37700
H 5.93729 -0.39722 -2.49082
H 6.62482 0.87273 -1.55672
H 6.77783 -2.01787 -0.48444
H 8.01693 -1.02465 -1.24363
H 7.28138 -0.53680 0.27575
H 3.36283 1.64567 -0.51866
H 4.04378 1.54525 -2.12614
H 5.26763 2.78317 0.49607
H 4.70284 3.63183 -0.93685
H 6.21312 2.74587 -1.01279
C -4.10349 1.16432 -0.35510
C -2.75364 1.82187 -0.46337
N -1.71081 0.88239 -0.80806
C -0.50927 1.60030 -1.25459
C -0.61492 2.16876 -2.62626
C -1.36575 0.00888 0.26407
C -0.97499 -1.34065 -0.21362
H -4.40117 0.84060 0.66138
H -4.26043 0.33158 -1.04646
H -4.86405 1.91409 -0.60272
H -2.72738 2.60065 -1.26217
H -2.46506 2.38728 0.48453
H 0.29947 0.87573 -1.22767
H -0.22614 2.40862 -0.55796
H -1.04367 1.45172 -3.40546
H 0.35496 2.44183 -3.00007
H -1.17736 3.08876 -2.62926
H -0.55703 0.43002 0.88517
H -2.27021 -0.11567 0.82416
H -0.50851 -1.97828 0.55063
H -1.75674 -1.88216 -0.67766
H -0.23372 -1.21111 -1.01825
C -3.26438 -0.18928 7.21974
C -3.13179 1.01031 6.25529
N -1.68045 1.44412 6.03276
C -1.32070 2.12054 7.34819
C 0.23829 2.10566 7.54739
C -1.60198 2.46724 4.91448
C -1.60382 1.71147 3.53026
H -2.63331 -1.06617 6.95173
H -4.30171 -0.48895 7.18801
H -3.11199 0.06337 8.26858
H -3.54441 0.66216 5.37162
H -3.76381 1.84485 6.66852
H -1.66171 3.18953 7.33543
H -1.79856 1.59851 8.17255
H 0.72971 2.68196 6.73759
H 0.40144 2.51214 8.52354
H 0.64467 1.09190 7.48153
H -0.69579 3.08775 5.05263
H -2.40210 3.16923 4.82570
H -2.41922 0.95712 3.47301
H -0.63076 1.21870 3.38781
H -1.74881 2.47852 2.69750
C -3.99812 -3.45083 -0.42053
C -4.15336 -2.63671 0.86488
N -4.63550 -3.52302 1.90746
C -4.39434 -3.02130 3.28009
C -5.07542 -1.65238 3.54218
C -5.97145 -3.87855 1.80674
C -6.37208 -5.13348 2.59431
H -5.01600 -3.73451 -0.81659
H -3.40342 -4.32733 -0.11230
H -3.55297 -2.90847 -1.26792
H -3.26018 -2.09689 1.17478
H -4.85530 -1.80629 0.67005
H -4.88220 -3.68757 3.95172
H -3.29902 -3.04419 3.45924
H -5.32737 -1.52124 4.60304
H -4.37703 -0.88166 3.21514
H -6.04705 -1.56229 3.04594
H -6.16261 -4.16731 0.77219
H -6.68441 -3.07285 1.95770
H -7.38466 -5.41777 2.22206
H -6.38211 -5.03619 3.67486
H -5.75301 -5.96043 2.29706

no.,HOMO-LUMO gap (hartree)
1,0.220
2,0.303